No. 1
Molecular formula: C19H15Br2KN5OS4
Method: DFT, ωB97M-V/def2-TZVPD

Last column: Mulliken charge in e.
CARTESIAN COORDINATES (ANGSTROEM)
K: 1.3744 -1.2894 -0.6617  0.897
Br: -1.2123 -5.9854 -1.1900  -0.228
C: -0.6815 -5.2407 0.4724  -0.079
C: -1.0972 -5.8830 1.6388  -0.333
C: -0.7387 -5.4117 2.8701  -0.128
Br: -1.3294 -6.3315 4.4232  -0.283
C: 0.0649 -4.2460 2.9760  1.012
C: 0.4785 -3.6902 4.2066  -0.733
C: 1.2482 -2.5613 4.2156  -0.584
C: 1.5990 -1.9849 2.9834  -0.365
N: 1.2360 -2.4723 1.8224  -0.421
C: 0.4794 -3.5939 1.7883  0.006
C: 0.1244 -4.0930 0.4502  0.441
O: 0.5277 -3.4967 -0.5814  -0.797
H: -1.7107 -6.7698 1.5524  0.405
H: 0.1775 -4.1699 5.1277  0.305
H: 1.5847 -2.1076 5.1377  0.371
H: 2.2074 -1.0844 2.9656  0.402
C: 2.3315 -0.1480 -4.8501  -1.085
N: 3.2456 -0.3520 -3.7477  -0.084
C: 3.3728 -1.4893 -3.0672  0.050
N: 2.6383 -2.5478 -3.4822  -0.390
S: 4.4094 -1.6308 -1.7522  -0.352
H: 2.4645 0.8623 -5.2236  0.327
H: 1.2903 -0.2263 -4.5245  0.350
H: 2.5335 -0.8568 -5.6569  0.385
H: 3.7004 0.4507 -3.3433  0.297
H: 1.8426 -2.4143 -4.0851  0.243
H: 2.6223 -3.3401 -2.8609  0.264
S: -2.9154 5.2843 -3.0344  -0.434
C: -1.7973 4.2689 -2.3055  0.259
S: -0.8189 3.2139 -3.2853  -0.174
C: 0.0227 2.6463 -1.8821  0.009
N: -0.4173 3.1570 -0.7796  -0.792
N: -1.4546 4.0608 -1.0171  0.549
C: -2.0146 4.6437 0.1587  0.641
C: -1.2889 4.5515 1.3466  -0.311
C: -1.8057 5.0974 2.5091  -0.498
C: -3.0380 5.7329 2.5087  -0.451
C: -3.7539 5.8142 1.3267  -0.630
C: -3.2544 5.2760 0.1497  -0.462
S: 1.2931 1.4901 -2.0341  -0.282
H: -0.3353 4.0496 1.3484  0.454
H: -1.2298 5.0192 3.4229  0.340
H: -3.4373 6.1538 3.4230  0.364
H: -4.7212 6.3008 1.3070  0.344
H: -3.8163 5.3438 -0.7664  0.179

Cartesian forces, eV/Å:
0.26 0.75 0.05
0.00 0.02 -0.05
-0.01 -0.12 -0.05
-0.03 -0.05 0.02
0.12 0.19 -0.16
-0.03 -0.05 0.06
-0.13 -0.19 0.16
0.05 0.08 -0.05
-0.04 -0.06 -0.10
0.09 0.11 0.06
-0.02 0.03 0.14
-0.04 -0.14 0.01
0.03 0.09 0.23
-0.26 -0.65 -0.26
0.00 0.00 0.03
0.00 0.01 0.02
-0.01 -0.02 0.02
-0.02 -0.01 -0.02
-0.11 0.00 -0.02
0.04 0.13 -0.23
0.19 -0.15 0.06
-0.18 0.06 -0.01
0.13 0.03 0.13
0.02 0.00 -0.01
0.01 -0.01 -0.01
0.02 0.02 0.01
-0.04 -0.06 0.03
0.00 -0.03 0.00
-0.03 -0.06 -0.02
0.16 -0.06 0.16
-0.29 0.04 -0.41
-0.16 0.34 -0.05
0.44 -0.58 0.27
-0.12 0.13 0.07
0.10 -0.14 -0.04
0.05 0.07 -0.07
-0.05 0.07 0.00
0.09 -0.04 0.00
-0.04 0.03 0.06
-0.03 0.01 -0.02
0.02 -0.08 0.02
-0.17 0.30 -0.07
0.01 -0.02 -0.02
-0.02 0.01 0.01
0.00 0.01 -0.01
0.00 0.00 0.01
-0.01 0.00 0.03

Output
Relative energy (zero: lowest compared OMol25 entry of this formula, charge and spin) ... 5.7 kcal/mol
Net charge ... -1
Spin multiplicity ... 1



No. 2
Molecular formula: BrH2PS2
Method: DFT, ωB97M-V/def2-TZVPD

Last column: Mulliken charge in e.
CARTESIAN COORDINATES (ANGSTROEM)
P: 0.4578 -0.5927 0.6523  0.343
S: 0.5309 1.3896 1.0074  -0.312
S: 2.2223 -0.9434 -0.4551  -0.192
Br: -2.9293 0.6390 -0.6474  -0.226
H: -1.9411 1.7998 0.0093  0.201
H: 1.6594 -2.2923 -0.5665  0.187

Cartesian forces, eV/Å:
0.73 2.95 0.05
-0.17 -2.34 -0.28
-1.91 -2.44 0.31
1.93 2.40 1.30
-1.96 -2.49 -1.29
1.37 1.92 -0.09

Output
Relative energy (zero: lowest compared OMol25 entry of this formula, charge and spin) ... 31.0 kcal/mol
Spin multiplicity ... 1



No. 3
Molecular formula: C3H6NOS
Method: DFT, ωB97M-V/def2-TZVPD

Last column: Mulliken charge in e.
CARTESIAN COORDINATES (ANGSTROEM)
C: -0.2469 -0.1715 -0.7479  -0.534
C: -0.5116 -0.5805 0.7193  -0.672
S: 0.2945 -2.1577 1.1849  -0.682
C: -0.1082 1.3203 -0.8775  0.479
N: 1.1351 1.7778 -0.6141  -0.362
O: -1.0162 2.0958 -1.1520  -0.674
H: -1.1089 -0.4221 -1.3613  0.204
H: 0.6334 -0.6616 -1.1721  0.343
H: -1.5966 -0.5745 0.8448  0.256
H: -0.0958 0.1717 1.3875  0.211
H: 1.3169 2.7656 -0.6813  0.218
H: 1.9373 1.1747 -0.5951  0.212

Cartesian forces, eV/Å:
-0.41 0.34 -0.35
0.53 -0.30 -0.04
-0.26 0.02 -0.13
-0.45 -0.11 -0.19
1.03 0.66 0.05
0.02 -0.09 0.12
-0.02 -0.29 -0.08
-0.03 -0.08 0.31
0.03 -0.15 0.19
-0.10 0.28 -0.03
-0.18 -0.03 -0.04
-0.17 -0.24 0.18

Output
Relative energy (zero: lowest compared OMol25 entry of this formula, charge and spin) ... 11.0 kcal/mol
Net charge ... -1
Spin multiplicity ... 1



No. 4
Molecular formula: C17H56BrN22O17P
Method: DFT, ωB97M-V/def2-TZVPD

Last column: Mulliken charge in e.
CARTESIAN COORDINATES (ANGSTROEM)
O: 2.9000 -5.0939 3.2738  -0.538
C: 2.5397 -4.5644 2.2837  0.387
C: 1.2272 -4.9546 1.6343  -0.150
O: 0.2457 -5.1276 2.6072  -0.383
C: -0.3078 -3.9651 3.0892  -0.465
O: -1.2703 -3.5270 2.1979  0.058
C: -1.4111 -2.1275 2.0631  -0.633
C: -1.3195 -1.6940 0.5784  -0.170
O: -1.0345 -2.8228 -0.2201  -0.502
O: 3.2766 -3.6218 1.6782  -0.317
C: 3.8110 -2.6343 2.5785  -0.519
P: 3.8621 -0.9123 1.9118  0.195
O: 2.4614 -0.2555 2.3651  -0.341
Br: 3.6953 -1.1320 -0.3002  -0.143
H: 1.3937 -5.9171 1.1995  0.276
H: 0.9433 -4.3016 0.8341  0.253
H: 0.4322 -3.2217 3.3529  0.329
H: -0.7975 -4.2635 3.9992  0.220
H: -2.4050 -1.8699 2.3949  0.327
H: -0.7296 -1.5652 2.6708  0.409
H: -2.2477 -1.2840 0.2688  0.057
H: -0.5216 -1.0047 0.4466  0.446
H: -1.8335 -3.3552 -0.2930  0.207
H: 3.2602 -2.6105 3.4944  0.321
H: 4.8323 -2.8776 2.7654  0.403
H: 2.7230 0.4855 2.9303  0.311
C: 5.6837 2.6486 -0.4787  0.708
O: 6.3301 2.1152 0.4157  -0.631
N: 6.1420 3.7748 -1.1295  -0.410
N: 4.4820 2.1883 -0.8950  0.035
H: 5.6369 4.2295 -1.8642  0.151
H: 7.0278 4.1417 -0.8463  0.199
H: 4.1074 1.3629 -0.4588  -0.134
H: 3.9391 2.6166 -1.6219  0.065
C: 1.9903 0.2136 -3.5716  0.591
O: 2.5319 1.0347 -2.8416  -0.661
N: 2.7095 -0.7712 -4.2085  -0.370
N: 0.6558 0.2004 -3.8045  -0.172
H: 2.2908 -1.4588 -4.8044  0.158
H: 3.6977 -0.7928 -4.0527  0.229
H: 0.1003 0.9033 -3.3444  0.201
H: 0.2027 -0.4715 -4.4010  0.121
C: 1.9373 3.2035 3.0698  0.692
O: 1.8743 2.1891 3.7645  -0.798
N: 0.8434 3.9190 2.7171  -0.088
N: 3.1271 3.6851 2.5958  -0.276
H: 0.8862 4.7491 2.1514  0.167
H: -0.0460 3.5930 3.0394  0.067
H: 3.9610 3.1802 2.8286  0.190
H: 3.1955 4.5093 2.0303  0.135
C: -1.6105 -0.4922 -7.1506  0.656
O: -0.9575 -1.1597 -6.3709  -0.638
N: -1.1346 0.6749 -7.6897  -0.389
N: -2.8706 -0.8554 -7.5494  -0.402
H: -1.6515 1.2404 -8.3336  0.161
H: -0.2163 0.9645 -7.4122  0.229
H: -3.2423 -1.7038 -7.1698  0.219
H: -3.4255 -0.3224 -8.1894  0.157
C: -5.1870 -2.0045 0.1075  0.567
O: -4.3086 -1.1573 0.1122  -0.638
N: -5.1289 -3.1417 0.8636  -0.205
N: -6.2860 -1.8735 -0.6799  -0.410
H: -5.8415 -3.8462 0.8487  0.172
H: -4.3192 -3.2747 1.4412  0.116
H: -6.3401 -1.0496 -1.2477  0.215
H: -7.0236 -2.5567 -0.7276  0.152
C: -3.2746 -6.1802 0.3576  0.653
O: -2.5697 -5.5389 -0.4079  -0.675
N: -3.0383 -6.2154 1.7027  -0.367
N: -4.3617 -6.9294 -0.0569  -0.396
H: -3.6038 -6.7289 2.3496  0.155
H: -2.2574 -5.6808 2.0456  0.233
H: -4.5766 -6.9313 -1.0336  0.202
H: -4.9245 -7.4791 0.5621  0.134
C: 1.2733 8.0114 2.0944  0.574
O: 1.2877 6.8080 2.2905  -0.622
N: 0.9701 8.5511 0.8723  -0.368
N: 1.5592 8.9110 3.0831  -0.412
H: 0.9524 9.5352 0.6892  0.160
H: 0.7563 7.9129 0.1314  0.204
H: 1.7847 8.5410 3.9864  0.224
H: 1.5549 9.9030 2.9493  0.162
C: -1.0738 3.8999 -3.0033  0.628
O: -0.9982 2.6964 -2.8468  -0.670
N: -1.5218 4.4617 -4.1786  -0.405
N: -0.7287 4.7803 -2.0202  -0.222
H: -1.5958 5.4481 -4.3285  0.139
H: -1.7839 3.8345 -4.9126  0.219
H: -0.4032 4.3968 -1.1493  0.130
H: -0.8093 5.7726 -2.1142  0.126
C: 10.1697 1.7999 2.8559  0.554
O: 10.8145 1.2753 3.7481  -0.660
N: 10.6193 2.9207 2.1951  -0.337
N: 8.9599 1.3318 2.4355  -0.270
H: 10.1091 3.3690 1.4602  0.158
H: 11.5040 3.2931 2.4761  0.200
H: 8.5990 0.5185 2.8932  0.161
H: 8.4133 1.7559 1.7028  0.217
C: -8.2881 -6.3932 -0.8032  0.681
O: -8.3409 -5.3811 -0.1284  -0.615
N: -7.4612 -6.5366 -1.8876  -0.374
N: -9.0645 -7.4820 -0.5203  -0.435
H: -7.4243 -7.3739 -2.4357  0.172
H: -6.8709 -5.7635 -2.1359  0.206
H: -9.6819 -7.4129 0.2654  0.215
H: -9.0473 -8.3289 -1.0541  0.155
C: -2.5348 3.9073 1.7566  0.595
O: -1.6863 4.1424 0.9154  -0.521
N: -3.0041 2.6434 1.9659  -0.323
N: -3.0731 4.8893 2.5565  -0.410
H: -3.6979 2.4186 2.6518  0.139
H: -2.6128 1.9020 1.3989  0.145
H: -2.7389 5.8230 2.4232  0.219
H: -3.7680 4.7145 3.2552  0.148

Cartesian forces, eV/Å:
0.51 -0.70 2.05
-0.26 0.02 -0.79
0.53 0.08 -0.41
0.00 -0.74 0.17
-0.45 -0.53 0.45
0.00 0.56 -0.11
-0.80 0.25 -0.67
0.33 -1.53 0.33
0.28 0.13 -0.59
-0.80 0.86 -0.41
-0.14 -0.27 -1.72
1.33 0.61 0.25
-0.26 -0.63 -0.13
-0.33 -0.40 0.25
0.08 -0.74 -0.35
-0.36 0.68 -0.35
0.40 0.59 -0.28
-0.22 -0.16 0.74
-0.52 0.14 0.39
0.67 0.09 0.44
-0.62 0.68 -0.13
0.71 0.65 -0.19
0.09 -0.30 -0.01
-0.33 0.03 0.71
0.83 -0.19 0.35
-0.71 0.73 0.23
-0.28 -0.01 -0.14
0.27 0.13 0.11
-0.02 -0.10 0.14
0.15 0.30 0.21
-0.05 -0.05 -0.05
0.07 0.01 0.02
0.04 -0.02 -0.14
-0.04 -0.18 -0.13
-0.16 -0.25 -0.06
0.19 0.11 -0.03
-0.01 0.19 0.03
0.00 0.08 -0.03
-0.09 -0.02 0.02
0.06 0.01 0.05
-0.08 0.11 0.03
0.02 0.00 -0.04
0.04 0.22 -0.17
0.21 -0.17 -0.07
0.13 -0.15 0.09
-0.07 -0.15 0.13
-0.03 0.07 0.14
-0.04 -0.09 -0.07
0.06 -0.03 -0.04
-0.07 0.04 -0.01
-0.10 0.18 -0.13
0.09 -0.09 0.12
-0.07 -0.13 0.06
0.17 0.06 0.02
-0.04 -0.01 -0.03
0.05 0.00 0.05
-0.01 -0.06 0.05
0.01 0.04 -0.03
0.18 -0.23 0.03
-0.07 0.12 0.22
0.01 0.20 0.01
-0.54 -0.17 -0.21
-0.09 -0.07 -0.05
0.06 -0.06 -0.03
0.02 0.01 0.00
0.09 0.05 0.08
0.09 -0.07 0.13
-0.53 -0.22 0.01
-0.05 0.11 -0.10
0.36 0.35 -0.01
-0.03 -0.06 -0.01
0.10 0.07 -0.07
0.03 0.01 -0.08
0.01 0.01 0.07
0.01 0.20 -0.03
0.04 -0.01 -0.10
0.02 -0.05 0.16
-0.05 -0.10 -0.12
0.01 0.04 0.02
0.00 -0.06 -0.03
0.02 -0.05 0.05
0.00 0.03 -0.03
-0.01 0.24 0.14
-0.02 -0.21 -0.20
0.08 -0.08 0.18
0.21 -0.08 -0.17
0.01 0.05 0.03
-0.02 -0.08 -0.03
-0.25 -0.04 0.11
-0.08 0.03 -0.04
-0.15 0.01 -0.11
0.03 0.04 -0.02
-0.03 -0.08 0.06
0.08 0.17 -0.11
-0.06 -0.03 -0.02
0.07 0.00 0.04
-0.03 -0.06 0.04
-0.10 -0.05 0.04
-0.05 -0.20 -0.06
0.24 0.26 -0.05
0.01 0.10 0.15
0.06 -0.05 -0.03
-0.02 -0.01 -0.05
-0.04 0.01 0.03
-0.03 0.03 0.04
-0.01 -0.02 -0.03
-0.21 -0.20 0.09
0.16 0.34 -0.07
0.17 -0.10 -0.11
0.10 -0.23 -0.17
-0.03 -0.03 0.01
-0.17 0.25 0.14
0.06 0.06 -0.02
-0.03 -0.05 0.03

Output
Spin multiplicity ... 1



| no. | HOMO-LUMO gap (eV) | largest force on an atom (eV/Å) |
| --- | --- | --- |
| 1 | 6.9 | 0.80 |
| 2 | 7.5 | 3.43 |
| 3 | 6.2 | 1.22 |
| 4 | 8.2 | 2.23 |